Record 1
16
Properties=species:S:1:pos:R:3:nbo_charge:R:1 method="wB97M-V/def2-TZVPD" molar_mass_g_mol=123.18 homo_lumo_gap_ev=10.01 de_lowest_ev=3.064 multiplicity=1 charge=0
C 2.690 -0.272 -0.306 -0.7328
C -2.183 -0.035 2.880 -0.7895
C 1.395 -0.506 -0.888 0.4641
N -1.575 1.009 0.466 -1.0034
O 0.292 0.155 1.959 -1.0087
O 0.455 0.232 -0.988 -0.5914
S -1.020 -0.306 1.435 1.3487
H 2.964 0.741 -0.174 0.2404
H 2.415 -0.657 0.744 0.2874
H 3.490 -0.873 -0.769 0.2333
H -2.229 1.020 2.823 0.2197
H -3.111 -0.453 2.766 0.2191
H -1.711 -0.272 3.869 0.2367
H 1.158 -1.553 -1.245 0.1016
H -1.248 1.854 0.847 0.3768
H -1.226 0.731 -0.372 0.3979



Record 2
55
Properties=species:S:1:pos:R:3:mulliken_spin:R:1 method="wB97M-V/def2-TZVPD" molar_mass_g_mol=659.33 s2=12.125 homo_lumo_gap_ev="7.44 / 7.43" de_lowest_ev=1.871 multiplicity=7 charge=0
Tb -0.078 0.814 0.075 6.1669
O -0.276 -4.675 -2.708 0.0000
C -1.512 -4.387 -2.323 0.0002
O -2.454 -5.077 -2.608 0.0000
C -1.714 -3.140 -1.526 -0.0017
C -2.980 -2.725 -1.153 -0.0011
N -2.839 -1.571 -0.486 -0.0023
N -1.553 -1.206 -0.381 -0.0031
C -0.862 -2.148 -1.011 0.0047
C 0.626 -1.990 -1.069 -0.0097
O 1.311 -2.759 -1.720 -0.0017
O 1.049 -0.967 -0.395 -0.0423
H 0.370 -3.997 -2.381 -0.0001
H -3.938 -3.180 -1.329 0.0000
H -3.556 -0.998 -0.074 -0.0003
C 1.496 2.378 -4.801 -0.0003
N 1.441 1.438 -3.700 -0.0009
C 2.133 1.930 -2.531 0.0066
C 0.092 0.955 -3.407 -0.0091
C -0.896 2.003 -2.933 0.1000
C -1.608 2.757 -3.867 -0.0062
C -2.458 3.772 -3.453 0.0056
C -2.617 4.049 -2.103 -0.0073
C -1.920 3.288 -1.168 0.0444
C -1.055 2.264 -1.565 -0.1569
H 2.538 2.557 -5.069 0.0001
H 1.033 3.350 -4.574 0.0000
H 0.992 1.958 -5.671 0.0000
H 3.169 2.161 -2.781 0.0003
H 2.188 1.127 -1.778 -0.0021
H 1.681 2.831 -2.082 -0.0022
H 0.231 0.166 -2.646 0.0028
H -0.291 0.455 -4.301 0.0001
H -1.504 2.547 -4.925 -0.0012
H -3.004 4.348 -4.189 0.0003
H -3.280 4.843 -1.786 -0.0002
H -2.068 3.517 -0.113 -0.0015
O -0.819 0.440 2.205 -0.0165
C 0.376 0.546 2.619 -0.0258
O 1.203 1.222 1.943 -0.0311
C 0.815 -0.202 3.828 -0.0088
C 2.175 -0.313 4.105 -0.0001
C 2.553 -1.040 5.217 0.0004
C 1.654 -1.653 6.070 0.0001
C 0.318 -1.513 5.746 0.0003
C -0.130 -0.810 4.646 -0.0005
N -0.688 -2.159 6.628 0.0000
O -1.849 -2.091 6.284 0.0000
O -0.275 -2.708 7.626 0.0000
N 4.002 -1.169 5.520 0.0000
O 4.776 -0.680 4.728 0.0000
O 4.300 -1.758 6.537 0.0000
H 2.910 0.151 3.465 -0.0001
H 1.979 -2.206 6.938 0.0000
H -1.186 -0.744 4.430 0.0003



Record 3
92
Properties=species:S:1:pos:R:3:mulliken_spin:R:1 method="wB97M-V/def2-TZVPD" molar_mass_g_mol=814.36 s2=8.763 homo_lumo_gap_ev="5.27 / 6.75" de_lowest_ev=1.533 multiplicity=6 charge=+1
Cr 0.940 0.058 0.704 4.2372
C 6.156 1.469 0.397 0.0016
N 4.834 1.268 -0.111 0.0127
C 4.238 1.905 -1.163 -0.0087
C 2.958 1.448 -1.230 0.0518
N 2.739 0.535 -0.243 0.0019
C 3.908 0.433 0.431 0.0283
P 4.256 -0.646 1.814 0.0047
C 3.150 -1.955 1.125 0.0013
N 1.844 -1.835 0.842 -0.0390
C 1.544 -2.892 0.032 0.1219
C 2.668 -3.627 -0.206 -0.0049
N 3.678 -3.016 0.470 0.0112
C 5.064 -3.381 0.480 0.0006
C 2.941 0.049 2.955 0.0442
N 1.928 0.773 2.420 0.0092
C 1.623 1.759 3.303 0.0382
C 2.448 1.668 4.386 -0.0041
N 3.285 0.613 4.158 0.0082
C 4.236 0.076 5.088 0.0005
H 6.613 2.310 -0.119 -0.0003
H 6.771 0.577 0.246 0.0003
H 6.120 1.677 1.471 0.0004
H 4.777 2.598 -1.774 -0.0001
H 2.187 1.730 -1.919 -0.0113
H 0.547 -3.079 -0.315 -0.0477
H 2.822 -4.503 -0.801 -0.0002
H 5.243 -4.144 -0.276 0.0002
H 5.356 -3.758 1.462 0.0004
H 5.669 -2.497 0.254 -0.0001
H 0.851 2.474 3.094 0.0005
H 2.516 2.277 5.263 0.0004
H 4.092 0.559 6.052 0.0000
H 5.261 0.247 4.747 0.0005
H 4.089 -1.000 5.205 0.0000
C -3.044 -0.261 2.621 0.0018
C -1.550 -0.127 2.671 0.0310
N -1.005 0.188 3.846 0.0085
O -0.851 -0.344 1.670 0.1473
H -3.456 -0.426 3.613 0.0015
H -3.320 -1.076 1.954 -0.0006
H -3.461 0.666 2.224 0.0006
H -1.586 0.457 4.622 0.0026
H -0.024 0.437 3.877 0.0002
O -2.350 4.462 1.622 0.0017
C -2.029 4.533 0.323 -0.0008
C -2.603 5.535 -0.461 -0.0025
C -2.315 5.620 -1.806 0.0035
C -1.443 4.715 -2.400 -0.0022
C -0.861 3.730 -1.638 0.0034
C -1.146 3.616 -0.276 -0.0042
C -0.555 2.527 0.521 0.0287
O -0.837 2.368 1.728 0.0045
O 0.249 1.734 -0.076 -0.1164
H -1.856 3.690 1.992 0.0000
H -3.274 6.228 0.020 0.0001
H -2.779 6.386 -2.410 0.0002
H -1.229 4.781 -3.456 0.0000
H -0.183 3.021 -2.087 0.0068
C 0.412 -0.947 -2.773 0.1509
Ge -0.867 -0.617 -1.232 0.0663
C -2.255 0.692 -1.867 0.0631
C -3.289 1.064 -1.015 -0.0233
C -4.322 1.865 -1.468 -0.0091
C -4.329 2.311 -2.779 0.0176
C -3.285 1.974 -3.624 -0.0071
C -2.249 1.178 -3.171 0.0314
C -1.808 -2.393 -0.755 0.1510
C -1.599 -2.983 0.467 -0.0345
C -2.065 -4.273 0.759 0.0072
C -2.731 -4.990 -0.193 -0.0017
C -3.009 -4.413 -1.449 -0.0031
C -3.729 -5.119 -2.436 0.0010
C -4.042 -4.536 -3.631 -0.0005
C -3.659 -3.212 -3.884 0.0029
C -2.931 -2.513 -2.963 0.0173
C -2.567 -3.087 -1.731 -0.0520
H -0.049 -1.580 -3.527 0.0082
H 1.311 -1.438 -2.404 -0.0177
H 0.696 0.004 -3.219 0.0026
H -3.284 0.703 0.006 0.0079
H -5.128 2.140 -0.805 0.0000
H -5.151 2.907 -3.147 0.0000
H -3.281 2.333 -4.643 0.0004
H -1.449 0.906 -3.847 0.0033
H -1.036 -2.466 1.231 0.0471
H -1.861 -4.696 1.731 0.0000
H -3.057 -6.002 -0.001 -0.0002
H -4.037 -6.132 -2.220 0.0005
H -4.595 -5.084 -4.379 -0.0006
H -3.951 -2.742 -4.809 -0.0005
H -2.646 -1.489 -3.156 -0.0042



Record 4
14
Properties=species:S:1:pos:R:3:nbo_charge:R:1 method="wB97M-V/def2-TZVPD" molar_mass_g_mol=101.10 homo_lumo_gap_ev=9.67 de_lowest_ev=2.707 multiplicity=1 charge=0
O -0.039 -0.973 -1.890 -0.6997
C 0.625 -1.435 -0.801 0.1527
C 1.949 -1.371 -0.684 -0.5486
N -0.146 0.909 0.951 -0.6203
C -0.356 2.025 1.509 -0.0381
C -2.566 -0.119 -0.390 0.5013
O -3.280 0.501 0.237 -0.4889
H -0.976 -0.899 -1.660 0.4912
H 0.001 -1.856 -0.013 0.1726
H 2.433 -1.778 0.196 0.2086
H 2.561 -0.933 -1.466 0.2056
H 0.756 0.883 0.468 0.3530
H 0.329 2.880 1.481 0.1508
H -1.288 2.166 2.063 0.1599



Look up the charge of the second one.
0



Look up the charge of the fourth one.
0



What is the charge in the second record?
0